C4H4LiNaO5 as an isolated structure in a non-equilibrium geometry. Source: the OMol25 dataset; level of theory: ωB97M-V with the def2-TZVPD basis set.

The max |F| is 0.0336 hartree/bohr. The calculation puts the frontier orbital gap (alpha / beta) at 7.94 / 10.42 eV. The HOMO energy (alpha / beta) comes out at -11.443 / -13.923 eV. Its expectation value of S² is 0.75. Its LUMO energy (alpha / beta) is -3.504 / -3.505 eV.

Structure (ORCA input):
```
! wB97M-V def2-TZVPD RIJCOSX def2/J DEFGRID3
* xyz 1 2
O 0.247 -3.261 1.062
C 0.308 -2.138 0.374
C 1.492 -3.494 1.753
O -0.647 -1.550 -0.072
O 1.550 -1.637 0.380
C 2.328 -2.358 1.264
Na -1.650 0.272 -0.863
H 1.863 -4.489 1.469
H 1.298 -3.476 2.836
H 3.181 -1.860 1.712
C -0.437 3.236 -1.441
O -1.394 2.435 -1.205
O -0.608 4.469 -1.526
Li -2.501 4.123 -1.104
H 0.615 2.832 -1.437
*
```